Formula: C9H25ClIO2P2Pm
Source: the Open Molecules 2025 dataset
Level of theory: the ωB97M-V functional and the def2-TZVPD basis

Output
charge	+2
<S²>	6.0068
energy above the lowest of the compared OMol25 structures with the same formula, charge and spin	0.069	eV
spin multiplicity	5
HOMO-LUMO gap (spin up / spin down)	7.5 / 7.5	eV
LUMO (spin up / spin down)	-7.45 / -7.45	eV

```
41
Properties=species:S:1:pos:R:3:forces:R:3:lowdin_spin:R:1
H 2.70570 -2.50314 -0.23264 0.306 0.089 0.085 0.000
H 3.24252 -1.63269 1.22511 0.039 -0.023 -0.248 0.000
H -2.82319 -2.46128 -0.20676 -0.363 0.079 0.083 0.000
H 3.21803 2.14058 0.25246 0.236 -0.209 0.173 0.000
H -3.48171 -0.54962 -2.86696 -0.210 0.079 0.150 0.000
H 1.69965 -0.10869 2.84098 -0.393 -0.351 0.114 0.000
H 0.15189 0.74760 2.78165 0.015 -0.105 0.166 0.000
O 0.19832 -0.93806 1.62856 -0.154 -0.654 0.504 -0.004
H 4.57456 1.01723 0.63876 -0.371 0.094 0.091 0.000
H -4.90452 -0.22250 -1.81384 0.382 0.158 -0.037 0.000
H -3.37489 -1.57299 1.23518 -0.008 0.005 -0.246 0.000
C 3.91229 0.05856 -2.06406 -0.314 0.121 -0.065 -0.001
C -3.87962 0.08792 -2.06737 0.436 0.127 -0.263 -0.002
H 0.00472 1.42879 -7.65418 -0.011 0.006 0.144 0.000
C 3.48034 1.12753 0.58968 -0.131 0.187 -0.193 -0.002
H -4.61664 1.11653 0.51394 0.419 0.040 0.048 0.000
C 0.60836 -0.24294 2.83384 -0.001 0.446 0.128 0.000
H -0.91698 0.31227 -6.58782 0.334 0.110 0.154 0.000
Pm 0.02325 -0.69793 -0.75019 -0.312 -1.099 0.179 4.057
H -3.88125 1.12415 -2.42945 -0.056 -0.228 0.077 0.000
H 3.49999 -0.54136 -2.88716 0.241 0.076 0.243 0.000
H 4.37510 -1.84194 -0.15588 -0.197 -0.117 0.204 0.000
H 0.91970 0.31093 -6.58452 -0.333 0.123 0.178 0.000
Cl -0.14758 -3.22767 -0.33196 0.041 0.559 -0.039 -0.017
H -3.16209 1.01601 1.57149 -0.152 0.053 -0.346 0.000
P 2.79583 -0.07699 -0.61278 1.310 0.043 0.416 -0.008
C 3.33111 -1.67681 0.13286 -0.250 -0.028 -0.175 0.001
C -3.51728 1.18884 0.54368 0.268 0.224 -0.083 -0.002
H -4.46255 -1.70981 -0.18978 0.186 -0.158 0.236 0.000
P -2.78230 -0.05008 -0.59783 -1.607 0.112 0.468 -0.009
I 0.12542 -1.12363 -3.61900 0.020 0.286 -0.594 -0.014
H 4.91308 -0.30078 -1.78068 -0.313 0.194 -0.183 0.000
C 0.00194 0.91848 -6.67665 -0.027 0.022 -0.714 0.000
H -0.02347 -1.88118 1.80876 0.320 0.600 -0.140 0.000
O 0.00496 2.70736 -4.81158 -0.058 -3.814 -4.445 0.000
C -0.00139 1.91751 -5.66433 0.102 3.423 4.587 0.000
H 3.03354 0.97127 1.58399 0.272 0.049 -0.386 0.000
H -3.19850 2.19432 0.22938 -0.258 -0.241 0.172 0.000
C -3.42276 -1.61020 0.14019 0.310 -0.120 -0.123 0.001
H 3.95843 1.10464 -2.39743 0.069 -0.277 0.108 0.000
H 0.25301 -0.75901 3.73691 0.212 0.119 -0.425 0.000
```
Forces are in eV/Å.

Formula: C9H25ClIO2P2Y
Source: the Open Molecules 2025 dataset
Level of theory: the ωB97M-V functional and the def2-TZVPD basis

Output
charge	+2
spin multiplicity	1
HOMO-LUMO gap (spin up / spin down)	6.3 / 4.8	eV
LUMO (spin up / spin down)	-9.49 / -10.88	eV

```
41
Properties=species:S:1:pos:R:3:forces:R:3:mulliken_charge:R:1
O 0.46348 0.31393 2.04349 -1.473 1.057 0.038 -0.314
H 1.25168 -4.29607 -1.03691 0.119 0.144 -0.039 0.434
H -1.06742 -4.42796 0.12287 0.106 0.168 0.052 0.484
C -3.00631 -0.29792 -0.71562 -0.518 -0.135 -0.429 -1.116
H -2.92979 0.43789 -1.51966 0.104 -0.038 0.151 0.240
H 1.60701 3.01114 0.91445 -0.113 0.253 -0.004 0.304
I 2.90595 -0.03882 -0.79868 0.833 -0.127 -0.316 0.148
C -1.25858 -3.36562 -0.05952 -0.294 0.408 -0.147 -1.372
C -1.55404 2.93725 -1.25253 -0.210 -0.385 0.037 -1.372
P 0.06824 2.24607 -0.76538 0.572 6.615 -1.768 1.516
C -1.93006 -0.05086 0.33426 -8.542 0.511 4.604 0.981
C 0.59624 3.30891 0.62124 0.054 -0.091 0.016 -1.341
H 1.85491 -2.35690 1.93663 -0.100 -0.220 0.061 0.237
H 1.85537 1.12289 3.34726 -0.100 -0.376 -0.587 0.384
H -1.91334 2.41943 -2.14511 0.056 0.094 0.021 0.346
H -1.46301 4.00594 -1.47157 0.099 -0.128 0.098 0.489
P 0.28542 -2.40072 0.11740 1.318 -6.816 0.896 1.511
H 2.47056 -3.03401 -0.64360 -0.059 -0.125 0.004 0.427
Cl -0.46254 -0.52498 -2.51395 -0.212 -0.160 -0.851 -0.348
H 0.97070 -3.91518 1.89598 0.015 0.132 -0.043 0.474
H 0.87534 3.66427 -2.55293 0.122 -0.132 0.017 0.439
H -2.00481 -3.00020 0.65074 0.002 -0.174 -0.005 0.414
H 1.36020 -2.78459 -2.00396 -0.004 -0.191 0.022 0.359
H -1.64653 -3.24173 -1.07345 0.056 -0.088 0.049 0.339
H -3.98565 -0.25113 -0.23250 0.185 0.017 0.048 0.432
H 2.31436 1.17914 1.62426 -0.127 -0.202 0.255 0.136
O -2.25947 0.15098 1.49040 1.592 -0.402 -2.775 -0.355
C 0.87968 -2.82972 1.78887 -0.054 0.126 0.063 -1.317
C 1.45724 -3.22080 -1.00820 -0.050 -0.144 -0.157 -1.342
C 1.17782 2.69825 -2.13543 -0.040 0.102 -0.152 -1.328
H 1.13687 1.91991 -2.89952 -0.021 0.172 -0.031 0.366
H 0.58881 4.36146 0.32120 0.001 -0.122 0.100 0.457
H 2.35961 -0.36416 2.53286 -0.415 0.349 -0.257 0.190
H -2.27503 2.78867 -0.44463 -0.030 0.155 -0.073 0.404
H -2.85230 -1.26744 -1.19580 0.091 0.102 0.124 0.242
Y 0.07904 -0.06101 -0.21445 4.591 -0.247 -0.957 -0.591
C 1.80365 0.57478 2.37999 2.072 0.682 1.886 -0.460
H -0.05475 1.11688 2.29823 0.311 -1.028 0.122 0.316
H 0.18110 -2.44882 2.53882 0.110 -0.075 -0.013 0.400
H 2.19787 2.75116 -1.74675 -0.069 0.110 -0.062 0.419
H -0.07751 3.16970 1.47119 0.025 0.207 0.000 0.372
```
Forces are in eV/Å.

Formula: C9H26MgN8O7
Source: the Open Molecules 2025 dataset
Level of theory: the ωB97M-V functional and the def2-TZVPD basis

Output
charge	0
energy above the lowest of the compared OMol25 structures with the same formula, charge and spin	0.000	eV
spin multiplicity	1
HOMO-LUMO gap	7.2	eV
LUMO	0.04	eV

```
51
Properties=species:S:1:pos:R:3:forces:R:3:mulliken_charge:R:1
H -0.92896 2.94780 3.64975 -0.381 -0.119 0.177 0.179
H 0.43913 4.34797 2.51102 0.082 0.423 -0.223 0.149
O -0.22915 -0.90817 1.14620 0.831 -0.143 0.199 -0.559
N 3.20702 1.83714 1.31224 -0.299 -0.587 0.373 -0.399
H 2.77636 -2.33960 -4.13816 -0.023 -0.046 -0.092 0.177
N -4.29554 -0.36236 0.72276 1.152 0.736 -0.307 -0.500
H 0.75223 -3.31540 2.20142 0.408 -0.110 -0.582 0.339
O -0.18686 -0.60821 -2.15678 -0.173 -0.869 -0.532 -0.955
H -3.66525 2.21215 -1.14337 -0.167 0.025 -0.116 0.257
H 3.94076 2.50825 1.41045 0.157 -0.058 0.068 0.152
N -1.22391 2.50609 2.79896 0.466 0.416 0.112 -0.385
N 0.18345 3.93947 1.63171 -0.387 -0.734 0.808 -0.436
C -3.51237 0.46859 -0.05732 0.833 0.697 0.056 0.418
H 0.12690 1.35915 -4.72322 0.207 0.038 -0.072 0.357
H -5.10750 1.57833 -0.28017 -0.147 0.964 -0.484 0.167
O -0.73990 2.12919 0.62766 -0.003 1.585 1.119 -0.602
H 1.92118 -2.88983 -0.22604 -0.297 0.260 0.196 0.146
N 3.46965 1.86007 -0.96170 0.762 -0.058 -0.607 -0.469
H 1.29827 -1.79057 -3.27173 0.133 0.129 -0.869 0.194
N 1.64821 -2.54844 -1.12615 0.876 -0.310 -1.118 -0.138
H -0.73963 -4.15688 1.88825 -0.249 0.233 0.288 0.375
H -3.65109 -1.06763 1.07012 -0.902 -0.621 -0.049 0.233
H 0.00683 -3.50902 0.49792 0.642 0.086 0.145 0.409
C -0.81346 -1.99316 1.72519 -1.910 1.494 1.403 0.983
H 3.31498 1.42665 -1.85783 -0.458 -0.108 0.151 0.229
H -1.90489 1.76976 2.78843 0.263 -0.315 0.114 0.193
H 1.58497 0.45838 -4.15905 0.025 0.158 0.155 0.253
H 0.11454 -0.42403 -4.58196 0.138 0.116 -0.375 0.380
O 1.71862 0.77999 -0.03847 0.876 -0.181 0.310 -0.701
N -4.12840 1.60112 -0.49768 -0.270 -1.164 0.535 -0.391
Mg -0.29306 0.47504 -0.24145 -0.011 -1.665 0.110 2.106
H -1.65067 -0.82851 3.42855 0.711 0.432 -0.147 0.195
H 4.42498 2.16279 -0.86630 -0.009 -0.046 0.315 0.210
H 2.72479 1.46194 2.11105 0.098 0.157 0.078 0.250
H 0.85581 -1.95612 -1.32501 -0.065 -0.007 0.637 0.251
C -0.13397 -3.30596 1.56022 0.076 -0.934 -0.177 -1.595
O -0.19365 1.52082 -2.01426 -0.234 1.665 -0.966 -0.754
N 2.20093 -2.24231 -3.32915 -0.680 0.297 0.873 -0.269
O 3.61569 -3.38744 -1.93754 -0.422 0.423 -0.191 -0.729
C -1.12024 -1.77600 3.27314 -0.656 0.076 -0.548 -1.331
H 0.51755 4.29677 0.75874 0.233 -0.179 -0.071 0.239
C -0.05974 0.51130 -2.73072 1.437 -0.692 0.716 0.995
H -0.23635 -1.87773 3.90325 0.081 0.280 0.007 0.351
O -2.31910 0.25489 -0.21576 -1.064 -0.247 -0.274 -0.314
C 0.49911 0.50518 -4.16188 -1.351 -0.048 0.538 -1.430
C 2.77109 1.39087 0.11056 -0.922 0.897 -0.768 0.442
C -0.57596 2.79833 1.65294 -0.213 0.082 -1.221 0.658
H -1.84748 -2.09407 1.33550 -0.258 -0.293 -0.377 -0.388
H -5.22046 -0.53306 0.37231 -0.043 -0.631 0.310 0.240
H -1.90371 -2.43331 3.67427 0.383 -0.676 -0.293 0.407
C 2.56825 -2.76022 -2.12092 0.726 -0.823 0.669 0.409
```
Forces are in eV/Å.

Formula: C9H26MnN2O7
Source: the Open Molecules 2025 dataset
Level of theory: the ωB97M-V functional and the def2-TZVPD basis

Output
charge	0
<S²>	8.7916
energy above the lowest of the compared OMol25 structures with the same formula, charge and spin	0.163	eV
spin multiplicity	6
HOMO-LUMO gap (spin up / spin down)	3.4 / 3.6	eV
LUMO (spin up / spin down)	0.07 / 0.06	eV

```
45
Properties=species:S:1:pos:R:3:forces:R:3:lowdin_spin:R:1
C 2.41912 -3.31659 -0.13081 0.407 -0.156 -0.163 0.006
H -0.07445 4.25180 -0.81064 -0.121 -0.125 -0.114 0.000
O -3.17907 -2.82309 1.12120 -0.186 0.460 -0.942 0.000
Mn 0.21565 0.41427 -0.67199 1.666 -0.645 0.636 4.325
H -0.82203 -0.88914 -1.66185 0.267 0.217 -0.338 0.006
H 1.98726 2.40679 0.38434 -0.121 -0.533 0.135 0.004
O 0.66414 -1.96177 1.29995 -0.835 -0.286 1.337 0.034
O -1.14736 0.69983 1.54637 -0.689 0.736 0.219 0.031
H 3.20063 -1.43589 -3.77196 0.007 -0.205 0.227 0.000
H 2.37893 1.09583 1.11402 -0.223 -0.185 -0.380 0.005
H 0.19986 0.10953 3.00220 -0.203 -0.063 -0.124 0.000
H 0.32242 3.04256 -2.07845 -0.164 0.086 0.092 0.003
C 3.08271 -2.08847 -2.89996 0.222 -0.104 -0.023 0.009
H -2.99647 1.59599 1.91177 0.216 0.200 -0.168 0.000
N 0.89382 -1.38534 0.03202 -1.524 1.630 0.670 0.154
H 4.06470 -2.23888 -2.42485 -0.100 -0.010 -0.266 0.003
H 2.71364 -3.97458 -0.96046 -0.030 0.077 0.286 0.001
N 1.51119 -0.32000 -2.09925 -0.946 1.732 0.575 0.149
C 2.13108 -1.47918 -1.92088 -0.198 -2.587 2.507 0.053
C -1.99348 1.86488 1.53435 0.639 -0.190 0.612 0.002
H -1.56573 2.62986 2.21014 -0.063 -0.372 -0.128 0.000
O -0.85070 0.85524 -3.07317 -1.701 -1.379 1.248 0.016
C -1.52738 -0.21442 -2.18683 -0.895 0.872 -2.253 0.023
H -1.37750 0.94838 -3.88414 0.065 -0.177 0.379 0.000
O 1.64718 0.22667 -3.37599 -0.933 0.985 -1.545 0.030
C -2.09740 2.47191 0.14745 0.503 -0.298 -0.561 0.006
O 1.66385 1.51248 0.60904 0.559 1.146 0.502 0.040
C 1.78610 -2.08514 -0.67132 1.412 -0.010 -3.090 0.040
H -2.08049 -0.88627 -2.86447 0.150 0.242 0.218 0.007
H 3.33359 -3.04847 0.42312 -0.068 -0.304 0.095 0.002
C -0.87860 0.25870 2.89241 0.020 0.066 -0.066 0.002
H -1.31847 3.76210 -2.01173 0.188 -0.136 0.086 0.000
H 0.71377 0.57504 -3.51081 1.788 -0.661 -0.031 0.002
H 2.72513 -3.07252 -3.24368 0.167 0.247 0.022 0.002
H -1.19964 1.00633 3.63215 0.024 -0.155 -0.256 0.000
H 1.74664 -3.85270 0.54822 0.222 0.079 -0.209 0.000
H -2.89421 1.96952 -0.42228 0.271 0.196 -0.101 0.000
O -0.83083 2.32571 -0.55361 -0.914 0.761 0.366 0.034
H -3.61337 -2.05258 0.69799 0.381 -0.700 0.407 0.000
H -1.41169 -0.68214 3.08650 0.094 0.208 -0.028 0.000
H -0.20601 -1.61549 1.57379 0.660 -0.426 -0.447 0.001
H -2.25572 0.27663 -1.52976 0.232 -0.068 -0.145 0.000
C -0.46081 3.42121 -1.41700 -0.166 -0.216 0.289 0.007
H -2.82417 -3.32973 0.36561 -0.122 0.297 0.569 0.000
H -2.35201 3.53583 0.25196 0.043 -0.246 -0.099 0.001
```
Forces are in eV/Å.

Formula: C9H27BNO16P3
Source: the Open Molecules 2025 dataset
Level of theory: the ωB97M-V functional and the def2-TZVPD basis

Output
structure (SMILES)	COB(O)O[P@](=O)(OC)OCON=O.COP(=O)(OC)OC.COP(=O)(OC)OC
charge	0
spin multiplicity	1
HOMO-LUMO gap	9.7	eV
LUMO	-0.89	eV

```
57
Properties=species:S:1:pos:R:3:forces:R:3:mulliken_charge:R:1
H 1.67205 2.66553 2.85802 -0.030 -0.023 0.030 0.232
C 0.89936 2.92278 2.13816 -0.130 -0.090 0.339 -0.739
H -1.98238 -3.07111 2.98190 0.011 -0.018 0.007 0.340
H -4.51502 5.37361 1.75279 -0.006 0.001 -0.047 0.267
O -3.41768 -0.45429 2.35343 -0.123 -0.311 -0.023 -0.134
H 1.50149 -2.04394 1.32820 0.021 -0.030 0.009 0.325
O -3.67339 3.98623 0.53263 -0.201 -0.265 0.118 -0.351
B -0.57993 1.75012 0.65687 0.195 0.242 0.185 0.819
H 1.36834 3.44300 1.30231 -0.049 0.029 -0.015 0.317
C 1.88069 -0.13808 -2.38670 0.006 -0.043 -0.023 -0.509
C -3.85696 4.51559 1.85375 0.028 0.300 -0.026 -0.601
C 1.26054 -1.63180 2.30802 0.027 -0.035 -0.003 -0.499
O 0.29877 1.70196 1.69995 0.307 0.066 -0.433 -0.361
H 5.81984 0.21852 -5.34078 -0.018 -0.006 -0.019 0.263
H 0.16480 3.56995 2.61736 -0.008 0.047 -0.038 0.251
H 0.26844 2.49438 -3.81580 0.014 -0.008 0.010 0.170
H 0.87768 3.22060 -5.32178 0.015 0.000 -0.007 0.266
H -4.32054 3.78204 2.50752 0.053 -0.052 0.022 0.276
H -3.40757 -0.06434 0.40114 -0.085 0.070 -0.081 0.339
P -3.10274 2.54580 0.28959 0.182 0.308 -0.078 1.012
P 2.82704 0.62158 -4.70288 -0.003 0.072 -0.007 0.914
O 2.76536 0.28631 -6.12123 -0.022 -0.064 -0.048 -0.684
O 0.92229 -2.66208 3.24642 -0.025 0.085 -0.048 -0.346
O -3.65527 1.67961 1.51470 -0.095 -0.007 -0.166 -0.350
H -4.99940 0.15924 1.18338 -0.007 0.064 -0.001 0.398
O -0.09697 -4.90710 3.84240 -0.009 0.012 0.081 -0.699
C 1.81921 -6.07520 1.85078 0.028 -0.015 -0.054 -0.690
O -3.39468 1.97350 -1.01481 0.051 0.005 -0.118 -0.715
O -0.59761 -3.78595 1.57236 -0.006 0.054 0.002 -0.301
H 6.09551 1.61277 -4.26740 -0.008 -0.009 0.021 0.248
H 5.05244 1.77887 -5.69896 -0.018 -0.001 -0.003 0.330
H -0.47427 -0.03677 -0.06590 0.473 0.077 -0.337 0.223
C 0.86814 2.32300 -4.70835 -0.028 0.027 -0.001 -0.624
C 5.37292 1.10875 -4.90360 0.034 0.026 0.035 -0.676
O -0.46659 0.87336 -0.39683 -0.881 -0.421 0.623 -0.566
P 0.42177 -4.07895 2.75975 0.005 -0.068 -0.041 0.953
N -4.35776 -0.37800 3.50371 -0.325 0.122 -0.216 0.216
H 2.33533 -6.26602 0.91398 0.008 0.024 -0.003 0.253
C -3.92257 0.29507 1.29038 0.156 0.085 0.251 -0.286
H 2.59614 0.59500 -2.01643 0.014 -0.004 -0.004 0.334
O 2.08898 -0.42259 -3.77919 0.017 -0.044 0.068 -0.348
H 0.43061 -0.93091 2.22390 -0.006 0.007 0.045 0.150
H -2.90099 4.85036 2.25431 0.029 -0.096 0.050 0.223
H 2.12819 -1.10826 2.69994 -0.007 0.019 0.008 0.323
H 0.85775 -6.58495 1.85191 -0.014 0.012 0.006 0.331
H 2.41825 -6.43232 2.68544 -0.018 0.004 0.020 0.266
H -1.96229 -2.25531 1.40716 0.004 0.002 0.001 -0.054
O 4.26997 0.72679 -4.06530 0.037 0.024 -0.014 -0.275
H 2.01035 -1.07131 -1.84262 0.006 -0.023 -0.030 0.323
H 0.87023 0.23377 -2.24296 0.011 0.033 -0.028 0.221
C -1.87294 -3.21610 1.90770 -0.002 -0.016 -0.037 -0.486
O -4.69734 -1.43305 3.80310 0.295 -0.043 0.211 -0.246
O -1.56525 2.73392 0.67372 0.092 -0.068 -0.177 -0.241
O 2.21831 2.03720 -4.30379 -0.037 -0.003 0.010 -0.274
O 1.65561 -4.65024 1.95659 0.006 -0.027 -0.008 -0.261
H 0.44028 1.50264 -5.28385 0.019 -0.001 -0.018 0.350
H -2.65653 -3.88322 1.55586 0.018 -0.027 0.003 0.382
```
Forces are in eV/Å.

E_tot
In order: -2556.8863, -1986.6390, -1523.6582, -2145.4286, -2666.9546
Unit: a.u.